This record from the Open Molecules 2025 dataset describes C5H7NO as an isolated structure. The level of theory is ωB97M-V with the def2-TZVPD basis set.

```
14
Properties=species:S:1:pos:R:3:nbo_charge:R:1
O -2.76 0.43 -0.85 -0.675
C -1.41 0.28 -0.78 0.164
C -0.64 0.85 0.15 -0.324
C 0.58 0.13 0.69 -0.322
C 1.98 0.06 0.01 -0.235
N 1.58 -1.23 -0.62 -0.379
C 0.54 -1.26 0.12 0.095
H -3.04 0.54 0.07 0.481
H -1.03 -0.39 -1.56 0.188
H -1.06 1.66 0.74 0.204
H 0.58 0.25 1.78 0.221
H 2.31 0.86 -0.65 0.199
H 2.77 -0.17 0.73 0.195
H -0.24 -2.03 0.16 0.188
```

Computed properties:
- HOMO energy: -8.9 eV
- Relative energy (zero: lowest compared OMol25 entry of this formula, charge and spin): 73.21 kcal per mole
- Gap between HOMO and LUMO: 9.695 eV



This record from the Open Molecules 2025 dataset describes a 2-piece molecular cluster, C3H7O4PS2 overall at a distorted geometry. The level of theory is ωB97M-V with the def2-TZVPD basis set.

```
17
Properties=species:S:1:pos:R:3:nbo_charge:R:1
C -1.48 1.21 2.38 -0.715
C 2.10 -1.04 -0.02 -0.747
C 0.53 -0.25 1.95 -0.512
O -1.84 0.78 -2.66 -1.287
O 0.76 1.01 -2.86 -1.263
O -0.64 -1.25 -2.97 -1.073
O -0.28 0.06 -0.70 -1.236
P -0.47 0.30 -2.20 2.482
S -0.67 -0.29 3.08 0.236
S 1.41 -1.64 1.59 0.239
H -1.49 1.29 1.32 0.287
H -0.83 1.92 2.77 0.197
H -2.51 1.33 2.73 0.183
H 2.78 -1.74 -0.23 0.169
H 2.58 -0.12 0.13 0.211
H 1.31 -0.61 -0.70 0.360
H -1.26 -0.96 -3.60 0.467
```

Computed properties:
- HOMO energy: 0.3 eV
- Net charge: -2
- Relative energy (zero: lowest compared OMol25 entry of this formula, charge and spin): 105.59 kcal per mole
- Gap between HOMO and LUMO: 4.503 eV



This record from the Open Molecules 2025 dataset describes C21H12F5IrN2O5Se as an isolated structure at a distorted geometry. The level of theory is ωB97M-V with the def2-TZVPD basis set.

```
47
Properties=species:S:1:pos:R:3:mulliken_spin:R:1
Ir 0.03 0.09 -1.03 2.445
O -2.81 3.38 -1.69 0.009
C -2.14 2.33 -1.27 0.058
O -1.85 1.39 -1.97 0.034
C -1.75 2.39 0.17 -0.051
C -2.19 3.39 1.02 -0.004
C -1.81 3.34 2.35 0.010
C -1.03 2.29 2.78 -0.006
C -0.61 1.34 1.86 0.011
N -0.94 1.40 0.57 0.016
C 0.30 0.25 2.32 -0.009
O 0.76 0.21 3.42 0.006
O 0.58 -0.66 1.36 0.022
H -3.03 3.31 -2.63 -0.001
H -2.82 4.18 0.63 0.000
H -2.14 4.11 3.04 0.000
H -0.73 2.18 3.81 0.001
C 1.85 -1.39 1.58 0.011
C 3.03 -0.44 1.54 -0.011
C 3.83 -0.22 2.65 -0.003
C 4.75 0.82 2.65 0.001
C 4.85 1.66 1.55 0.000
C 4.10 1.41 0.40 0.014
C 3.22 0.35 0.40 0.120
C 5.73 2.79 1.58 0.000
N 6.41 3.72 1.61 0.000
H 1.78 -1.86 2.56 -0.001
H 1.88 -2.14 0.80 0.000
H 3.71 -0.83 3.53 0.000
H 5.38 1.00 3.51 0.000
H 4.20 2.04 -0.47 -0.001
H 2.66 0.12 -0.50 -0.078
O 0.38 -2.23 -1.46 0.042
H 0.67 -2.47 -2.35 -0.004
H -0.38 -2.79 -1.26 0.000
F -1.81 0.54 -7.66 0.016
C -1.69 0.11 -6.39 0.047
C -1.06 -1.20 -6.12 0.371
F -1.23 -2.26 -6.87 0.043
C -0.30 -1.11 -4.98 0.012
F 0.35 -2.15 -4.43 -0.001
C -0.27 0.16 -4.41 0.491
Se 0.97 0.80 -3.17 0.401
C -1.17 1.01 -5.21 -0.020
F -0.86 2.31 -5.35 0.013
C -2.60 0.60 -5.32 0.950
F -3.17 -0.22 -4.44 0.046
```

Computed properties:
- HOMO energy (alpha / beta): -10.4 / -12.3 eV
- Net charge: +1
- Relative energy (zero: lowest compared OMol25 entry of this formula, charge and spin): 8.57 kcal per mole
- 2S+1: 6
- Gap between HOMO and LUMO (alpha / beta): 6.209 / 7.424 eV



This record from the Open Molecules 2025 dataset describes a 2-piece molecular cluster, C3H10N overall at a distorted geometry. The level of theory is ωB97M-V with the def2-TZVPD basis set.

```
14
Properties=species:S:1:pos:R:3:nbo_charge:R:1
C 2.88 1.66 0.07 -0.848
H 2.77 1.36 1.13 0.214
H 2.44 2.67 0.04 0.219
H 2.24 1.01 -0.59 0.178
H 3.87 1.71 -0.34 0.237
C -0.67 -0.86 -1.12 -0.458
C -1.33 -0.70 1.19 0.140
N -1.51 -0.41 -0.03 -0.376
H -0.01 -0.11 -1.66 0.276
H -1.27 -1.49 -1.80 0.260
H 0.12 -1.41 -0.60 0.227
H -0.52 -1.38 1.49 0.239
H -2.07 -0.38 1.91 0.241
H -2.25 0.24 -0.34 0.449
```

Computed properties:
- HOMO energy: -15.9 eV
- Net charge: +1
- Relative energy (zero: lowest compared OMol25 entry of this formula, charge and spin): 37.76 kcal per mole
- Gap between HOMO and LUMO: 10.416 eV



This record from the Open Molecules 2025 dataset describes an isolated ion of composition C4H9N2 and charge +1 at a distorted geometry. The level of theory is ωB97M-V with the def2-TZVPD basis set.

```
15
Properties=species:S:1:pos:R:3:nbo_charge:R:1
C -0.29 -0.55 1.34 0.091
C -0.09 1.02 1.25 -0.328
C -0.52 0.69 -1.08 -0.338
C 0.73 -0.20 -0.93 -0.250
N -0.94 1.27 0.13 -0.189
N 0.32 -1.25 0.23 -0.570
H -1.23 -1.01 1.47 0.196
H -0.48 1.31 2.20 0.251
H 0.95 1.14 1.34 0.218
H -1.39 0.11 -1.52 0.235
H -0.38 1.47 -1.82 0.286
H 0.85 -0.74 -1.89 0.249
H 1.75 0.24 -0.74 0.253
H 1.15 -1.84 0.28 0.465
H -0.44 -1.63 -0.27 0.432
```

Computed properties:
- HOMO energy (alpha / beta): -14.2 / -14.1 eV
- Net charge: +1
- Relative energy (zero: lowest compared OMol25 entry of this formula, charge and spin): 127.86 kcal per mole
- Gap between HOMO and LUMO (alpha / beta): 9.282 / 8.709 eV



This record from the Open Molecules 2025 dataset describes an isolated ion of composition C4H5N2O4 and charge -1 at a distorted geometry. The level of theory is ωB97M-V with the def2-TZVPD basis set.

```
15
Properties=species:S:1:pos:R:3:nbo_charge:R:1
C -1.92 -0.03 0.18 0.898
C -0.79 -0.98 2.00 0.902
C 0.79 0.34 0.56 0.485
C 0.36 0.45 -1.85 -0.431
N -1.92 -0.55 1.34 -0.681
N 0.24 -0.24 -0.62 -0.761
O -2.50 0.29 -0.79 -0.558
O -0.93 -1.75 2.94 -0.631
O 0.44 -0.53 1.61 -0.529
O 2.22 0.35 0.58 -0.752
H 0.45 1.34 0.85 0.103
H -0.45 1.15 -2.15 0.156
H 1.37 0.92 -2.04 0.158
H 0.18 -0.39 -2.62 0.175
H 2.47 -0.37 -0.01 0.466
```

Computed properties:
- HOMO energy: -3.7 eV
- Net charge: -1
- Relative energy (zero: lowest compared OMol25 entry of this formula, charge and spin): 29.73 kcal per mole
- Gap between HOMO and LUMO: 7.630 eV